#i
Formula: CH8O5
Source: the OMol25 dataset
Level of theory: ωB97M-V/def2-TZVPD

The geometry in ORCA input format:
```
! RIJCOSX wB97M-V def2-TZVPD def2/J DEFGRID3
* xyz 0 1
O -1.50422 -1.39679 1.41937
C -1.14785 -1.34459 0.26941
O 0.11601 -1.30179 -0.11838
H -1.80717 -1.39440 -0.60226
H 0.69851 -1.10446 0.64156
O 0.76041 -0.36202 2.50260
H -0.17638 -0.59059 2.61153
H 1.01788 0.28867 3.15963
O 1.82276 0.91170 -2.68664
H 1.41995 0.03950 -2.66440
H 1.14786 1.50740 -2.35785
O -0.70842 1.27314 -0.99710
H -0.96733 1.24140 -0.06365
H -0.67203 2.23282 -1.11382
*
```

M = 100.07 g/mol
HOMO-LUMO gap = 11.41 eV

=====

#ii
Formula: CH8O5
Source: the OMol25 dataset
Level of theory: ωB97M-V/def2-TZVPD

The geometry in ORCA input format:
```
! RIJCOSX wB97M-V def2-TZVPD def2/J DEFGRID3
* xyz 0 1
O -0.88191 -0.55259 0.96248
C -1.57150 0.43796 0.94293
O -1.47223 1.24858 -0.16068
H -2.39652 0.64818 1.53514
H -0.61981 0.72168 -0.67662
O -0.60819 4.19588 0.62938
H -1.37490 4.12640 0.22985
H -0.55303 4.93073 1.16706
O -0.13426 -0.85113 -2.25176
H 0.54020 -1.20077 -1.73502
H -0.88802 -1.29301 -2.19397
O 3.51880 -4.09318 0.86655
H 2.70067 -3.68825 0.62105
H 3.74072 -4.63049 0.06363
*
```

M = 100.07 g/mol
HOMO-LUMO gap = 11.28 eV

=====

#i ends up most stable, edging out the next structure by 147.6 kJ/mol.

=====

#i
Formula: CH6N2O2
Source: the OMol25 dataset
Level of theory: ωB97M-V/def2-TZVPD

The geometry in ORCA input format:
```
! RIJCOSX wB97M-V def2-TZVPD def2/J DEFGRID3
* xyz 0 1
O -0.24577 -1.83849 1.22664
N 0.25818 -0.51849 0.87853
C 0.01622 -0.37019 -0.54722
N 0.41772 0.98394 -0.89476
O -0.59516 1.87633 -0.34336
H 0.52409 -2.22988 1.68206
H -0.40344 0.10650 1.34687
H -1.03224 -0.55037 -0.81247
H 0.63650 -1.07895 -1.10494
H 1.23246 1.18986 -0.31103
H -0.80857 2.42974 -1.12033
*
```

M = 78.07 g/mol
HOMO-LUMO gap = 10.80 eV

=====

#ii
Formula: CH6N2O2
Source: the OMol25 dataset
Level of theory: ωB97M-V/def2-TZVPD

The geometry in ORCA input format:
```
! RIJCOSX wB97M-V def2-TZVPD def2/J DEFGRID3
* xyz 0 1
N 1.18542 0.15082 -1.29361
C -0.05367 -0.17004 -0.75852
N -0.87209 -0.71227 -1.78912
O -0.42274 0.05839 0.36230
H 1.54000 -0.45815 -2.01106
H 1.86707 0.36105 -0.57086
H -1.12804 0.04417 -2.40624
H -1.52825 -1.45394 -1.61597
O 0.19638 0.64575 3.01237
H 0.08874 -0.30976 3.08795
H -0.63238 1.07276 2.73841
*
```

M = 78.07 g/mol
HOMO-LUMO gap = 10.53 eV

=====

#ii ends up most stable, edging out the next structure by 362.9 kJ/mol.

=====

#i
Formula: C4H9NOS2
Source: the OMol25 dataset
Level of theory: ωB97M-V/def2-TZVPD

The geometry in ORCA input format:
```
! RIJCOSX wB97M-V def2-TZVPD def2/J DEFGRID3
* xyz 0 1
S 0.12597 2.26025 1.88962
S -2.23660 -0.82298 -1.34276
C -1.02349 -0.78779 -0.09085
C 0.34153 -0.24540 -0.71297
C 0.08270 1.04605 -1.47137
N 1.32110 -0.09265 0.27585
C 1.91021 -1.27554 0.63243
O 1.72340 -2.35611 0.09829
H 1.18774 3.07121 2.05361
H -1.31925 -0.12440 0.72436
H -0.83626 -1.79057 0.30648
H 0.67125 -1.02241 -1.40979
H 0.99204 1.56734 -1.75368
H -0.53345 1.70266 -0.85585
H -0.54115 0.79740 -2.34748
H 0.79871 1.19864 1.18294
H 2.59211 -1.17068 1.48370
*
```

M = 151.26 g/mol
HOMO-LUMO gap = 4.74 eV

=====

#ii
Formula: C4H9NOS2
Source: the OMol25 dataset
Level of theory: ωB97M-V/def2-TZVPD

The geometry in ORCA input format:
```
! RIJCOSX wB97M-V def2-TZVPD def2/J DEFGRID3
* xyz 0 1
C 1.58377 -1.60158 -0.12298
O 0.97496 -0.44259 0.40050
C 0.50456 0.40164 -0.64046
C 0.42464 1.87435 -0.14927
S -1.02481 -0.33099 -1.39568
C -2.06160 -0.27685 0.01869
N -1.64256 -0.16270 1.29497
S -3.71020 -0.29639 -0.32230
H 0.83693 -2.32605 -0.48620
H 2.28382 -1.36853 -0.95864
H 2.17199 -2.09509 0.60520
H 1.19928 0.42991 -1.54638
H -0.20833 2.08332 0.69614
H 1.47275 2.09722 0.09211
H 0.15660 2.49750 -0.97366
H -0.64402 -0.22526 1.49358
H -2.31779 -0.25792 1.99439
*
```

M = 151.26 g/mol
HOMO-LUMO gap = 8.68 eV

=====

#ii ends up most stable, edging out the next structure by 393.8 kJ/mol.

=====

#i
Formula: C8H10O
Source: the OMol25 dataset
Level of theory: ωB97M-V/def2-TZVPD

The geometry in ORCA input format:
```
! RIJCOSX wB97M-V def2-TZVPD def2/J DEFGRID3
* xyz 0 1
C 2.19919 0.28697 0.27251
C 1.20649 -1.25712 -0.23217
C -0.23447 -0.92627 0.16189
C -1.58797 -1.07615 0.14987
C -2.42981 0.36290 0.15380
C -1.02575 1.13845 -0.21486
C 1.07569 1.08316 -0.04506
C -0.08916 0.38781 0.66419
H 3.16785 0.04440 -0.08474
H 2.46636 0.25326 1.37015
H 1.84715 -1.99479 0.26308
H 1.38806 -1.30087 -1.38938
H -2.07562 -2.08712 -0.79569
H -3.26384 0.27372 -0.39796
H -2.95321 0.35472 1.12938
H -0.93917 0.81398 -1.32541
H 1.20158 0.61813 -1.19637
H 0.01452 0.72560 1.65610
O 0.03213 2.29919 -0.13932
*
```

M = 122.17 g/mol
HOMO-LUMO gap = 9.36 eV

=====

#ii
Formula: C8H10O
Source: the OMol25 dataset
Level of theory: ωB97M-V/def2-TZVPD

The geometry in ORCA input format:
```
! RIJCOSX wB97M-V def2-TZVPD def2/J DEFGRID3
* xyz 0 1
C -0.39703 -0.10894 -0.28655
C -1.15874 -0.79702 0.62016
C -0.58268 -0.41950 -1.56357
C -0.69550 -0.52277 1.91927
C 0.55062 0.37658 1.90688
C 0.80935 0.59468 0.37707
C -1.67029 -0.02744 -2.41176
C 2.17672 0.08208 -0.18761
O -1.24950 -0.73748 2.99848
H -1.91285 -1.58016 0.39955
H 0.38594 1.34346 2.28938
H 1.45359 -0.07715 2.60577
H 0.59188 1.55388 0.17903
H -1.53158 -0.52677 -3.45177
H -1.74474 1.12687 -2.53743
H -2.71297 -0.38318 -1.92435
H 2.07316 -0.95860 -0.51195
H 2.97367 0.31462 0.54378
H 2.64095 0.74687 -0.96435
*
```

M = 122.17 g/mol
HOMO-LUMO gap (spin up / spin down) = 7.18 / 7.05 eV

=====

#ii ends up most stable, edging out the next structure by 677.0 kJ/mol.

=====

#i
Formula: C15H19N3O2S
Source: the OMol25 dataset
Level of theory: ωB97M-V/def2-TZVPD

The geometry in ORCA input format:
```
! RIJCOSX wB97M-V def2-TZVPD def2/J DEFGRID3
* xyz 0 1
C -1.44006 -6.50044 -0.06918
C -2.86522 -5.95542 -0.00397
O -3.08105 -4.80862 -0.79638
C -2.44290 -3.64251 -0.32893
C -2.98471 -2.46485 -1.13570
C -2.35122 -1.19052 -0.73396
N -1.48955 -1.04648 0.19940
N -1.05718 0.19470 0.38466
C -1.58165 1.05367 -0.41943
N -1.33499 2.38779 -0.46952
C -0.45546 3.16737 0.27624
O -0.43401 4.35321 0.06232
C 0.36785 2.44147 1.29834
C 1.49010 3.32605 1.85441
C 2.60572 3.45605 0.85406
C 2.72244 4.58317 0.05274
C 3.73536 4.67560 -0.88617
C 4.64406 3.64212 -1.03441
C 4.53449 2.51334 -0.23988
C 3.52084 2.42190 0.69657
S -2.74260 0.33119 -1.54556
H -1.14397 -6.63974 -1.10590
H -0.73879 -5.82115 0.40890
H -1.39603 -7.45820 0.44172
H -3.56370 -6.69637 -0.40140
H -3.13360 -5.74200 1.04226
H -2.65015 -3.49038 0.74005
H -1.35447 -3.70064 -0.45866
H -4.06773 -2.39982 -0.99922
H -2.80637 -2.64883 -2.19843
H -1.86770 2.91542 -1.15204
H -0.30775 2.12400 2.09665
H 0.77548 1.53329 0.85293
H 1.08345 4.31037 2.08899
H 1.87030 2.87350 2.77191
H 2.00818 5.38545 0.15955
H 3.81562 5.55807 -1.50424
H 5.43571 3.71515 -1.76588
H 5.24117 1.70327 -0.34973
H 3.44010 1.53982 1.31687
*
```

M = 305.40 g/mol
HOMO-LUMO gap = 9.44 eV

=====

#ii
Formula: C15H19N3O2S
Source: the OMol25 dataset
Level of theory: ωB97M-V/def2-TZVPD

The geometry in ORCA input format:
```
! RIJCOSX wB97M-V def2-TZVPD def2/J DEFGRID3
* xyz 0 1
O -0.66919 -0.97358 -1.24550
C -0.24186 0.04690 -1.72841
O 1.06551 0.30103 -1.83342
C -1.05893 1.11348 -2.37478
C -1.53621 0.94236 -3.66236
C -2.25307 1.95771 -4.27646
C -2.48917 3.14567 -3.60332
C -2.02601 3.31804 -2.31308
C -1.31264 2.30324 -1.67626
C -0.86923 2.43969 -0.30903
N -0.41570 1.41411 0.30165
N 0.00151 1.48067 1.55884
C 0.40242 0.37388 2.26450
S 0.96168 0.62279 3.80213
N 0.30868 -0.80992 1.66222
C 0.71098 -2.04587 2.30519
C 2.22113 -2.25343 2.14800
C 2.62399 -2.39711 0.67825
C 1.60069 -3.22212 -0.11859
C 0.77864 -4.10643 0.81197
C -0.07644 -3.23422 1.73304
H 1.59021 -0.40693 -1.42215
H -1.34109 0.01878 -4.18641
H -2.62094 1.82205 -5.28194
H -3.04069 3.93849 -4.08603
H -2.22012 4.23962 -1.78420
H -0.95801 3.41649 0.17332
H 0.01506 2.36481 2.07043
H -0.09187 -0.85576 0.73195
H 0.49384 -1.92052 3.37320
H 2.49913 -3.14713 2.70634
H 2.74495 -1.40916 2.59808
H 2.73722 -1.40354 0.23617
H 3.60411 -2.87590 0.63549
H 2.11410 -3.83487 -0.86174
H 0.90421 -2.57391 -0.65212
H 0.12646 -4.75644 0.22698
H 1.44172 -4.74499 1.39778
H -0.46823 -3.84231 2.54914
H -0.92941 -2.85171 1.16946
*
```

M = 305.40 g/mol
HOMO-LUMO gap = 8.04 eV

=====

#ii ends up most stable, edging out the next structure by 68.9 kJ/mol.

=====

#i
Formula: C9H9NO4
Source: the OMol25 dataset
Level of theory: ωB97M-V/def2-TZVPD

The geometry in ORCA input format:
```
! RIJCOSX wB97M-V def2-TZVPD def2/J DEFGRID3
* xyz 0 1
C -0.11134 2.53358 2.36860
C -0.65734 3.00029 1.20659
C 0.62022 1.32776 2.40500
C -0.58888 2.31509 0.06530
C 0.67322 0.52825 1.22040
C -0.11780 0.93659 0.12114
C 0.42233 -3.05066 -0.46998
C 0.94612 -2.03275 -1.72088
C -0.07370 -0.05638 -0.99300
N -1.23020 -0.13127 -1.85460
O -1.04219 -0.60695 -2.95246
O -2.26555 0.37068 -1.47164
O -0.90956 -2.89469 -0.32943
O 0.90224 -0.82611 -1.11008
H -0.01746 3.05651 3.26952
H -1.17989 3.87537 1.25878
H 0.95449 0.96610 3.39637
H -1.23810 2.48330 -0.80114
H 0.87687 -0.51311 1.45690
H 0.89360 -3.94465 -0.78328
H 0.99265 -2.68088 0.41528
H 1.87758 -2.43445 -2.10515
H 0.27269 -2.22163 -2.59223
*
```

M = 195.17 g/mol
HOMO-LUMO gap (spin up / spin down) = 6.07 / 8.39 eV

=====

#ii
Formula: C9H9NO4
Source: the OMol25 dataset
Level of theory: ωB97M-V/def2-TZVPD

The geometry in ORCA input format:
```
! RIJCOSX wB97M-V def2-TZVPD def2/J DEFGRID3
* xyz 0 1
O -4.82402 -0.15679 -0.61767
C -3.67659 0.19257 -0.23477
O -2.92504 1.35401 -0.68186
C -2.81096 -0.80561 0.48638
N -1.45927 -0.72357 0.04625
C -0.55994 0.28362 0.41111
O -0.90213 1.40118 1.09347
C 0.82081 0.02525 0.00026
C 1.46200 -1.27630 0.13357
C 2.81414 -1.43012 -0.18787
C 3.42568 -0.30543 -0.45819
C 3.03268 0.99171 -0.18530
C 1.63116 1.28701 -0.25401
O 0.97844 2.43191 -0.17896
H -2.02189 1.16511 -0.29783
H -3.32062 -1.88740 0.06862
H -3.01435 -0.67818 1.56271
H -1.18601 -1.33142 -0.65277
H 0.87756 -2.22528 0.31365
H 3.29189 -2.30536 -0.28142
H 4.48290 -0.38827 -0.51394
H 3.68551 1.91191 -0.20439
H 0.19804 2.46947 0.63296
*
```

M = 195.17 g/mol
HOMO-LUMO gap = 8.61 eV

=====

#ii ends up most stable, edging out the next structure by 521.5 kJ/mol.